{"formula": "C3H2O4Sn", "method": "wB97M-V/def2-TZVPD", "homo_lumo_gap_ev": 6.4359, "charge": 0, "e_homo_ev": -7.01, "mol_weight_g_mol": 220.76, "symbols": ["O", "C", "O", "O", "C", "C", "O", "Sn", "H", "H"], "positions_angstrom": [[2.214, 0.759, 0.155], [2.951, -0.116, -0.132], [3.806, -0.807, -0.473], [-1.298, 1.735, -0.161], [-2.126, 0.785, -0.382], [-1.576, -0.588, 0.010], [-0.305, -0.639, 0.579], [0.324, 1.084, 0.639], [-1.641, -1.194, -0.921], [-2.350, -1.017, 0.686]], "lowdin_charge": [-0.053, -0.314, 0.295, -0.369, -0.170, -0.392, -0.414, 1.189, 0.112, 0.116]}